(1)
Here is a structure of composition C48H64NiO5S in a non-equilibrium geometry from the OMol25 dataset. Energies are from ωB97M-V/def2-TZVPD.

```
119
Properties=species:S:1:pos:R:3:forces:R:3:mulliken_charge:R:1
Ni 0.1121 -0.8694 -0.7174 -0.11 0.08 -0.22 1.721
C 3.2879 -1.9939 -1.6984 0.23 -0.56 -0.36 -1.166
O 2.2151 -1.1829 -1.2641 -0.45 0.51 0.65 -0.478
C 2.5767 -0.0924 -0.4583 0.90 0.91 0.34 0.099
C 2.6096 1.1692 -1.0678 0.22 -0.34 -0.03 -0.155
C 2.2803 1.3533 -2.5306 -0.16 -0.08 -0.02 -1.073
C 0.9431 1.9909 -2.8547 -0.46 -0.34 0.45 0.270
C 0.8070 2.7772 -3.9737 -0.28 0.17 -0.09 -0.853
C -0.4330 3.2634 -4.3985 -0.13 -0.09 0.04 -0.041
C -1.5555 2.8628 -3.6832 0.36 0.17 -0.27 -0.503
C -1.4769 2.0716 -2.5527 0.72 -0.42 0.50 0.138
C -2.7955 1.6476 -1.9257 0.17 -0.05 -0.08 -1.406
C -2.8299 1.0343 -0.5443 -0.08 -0.13 -0.07 0.149
C -3.3623 1.7919 0.4873 0.14 -0.18 -0.08 -0.461
C -3.5492 1.2914 1.7710 0.07 -0.12 0.06 -0.158
C -3.0953 0.0096 2.0367 -0.03 0.21 -0.10 -0.299
C -2.5462 -0.7927 1.0438 -0.20 -0.11 -0.61 -0.751
C -2.2087 -2.2285 1.3690 0.18 0.00 0.02 -0.762
C -0.8476 -2.5522 1.9626 0.47 0.52 -0.26 0.352
C -0.6972 -3.7300 2.6557 0.28 -0.08 0.08 -1.096
C 0.5496 -4.1961 3.0802 0.10 -0.02 -0.12 0.209
C 1.6725 -3.4552 2.7201 -0.34 -0.32 0.11 -0.794
C 1.5810 -2.2622 2.0286 -0.76 0.55 -0.42 0.485
C 2.8826 -1.5923 1.6068 -0.10 -0.05 0.03 -1.556
C 2.8724 -0.2537 0.8979 0.06 -0.13 -0.37 -0.313
C 3.3199 0.8672 1.5916 -0.04 0.08 -0.10 -0.255
C 3.4634 2.1110 0.9937 -0.02 -0.02 -0.02 -0.112
C 3.0570 2.2493 -0.3280 -0.10 -0.23 0.06 -0.138
C 4.1455 3.2846 1.6813 0.12 0.13 0.12 1.908
C 3.2203 4.5058 1.7097 0.09 -0.16 0.00 -1.724
C 4.5705 2.9643 3.1168 -0.09 0.03 -0.24 -2.156
C 5.4114 3.6234 0.8775 -0.11 -0.01 0.11 -1.637
C 0.2976 -1.7349 1.6897 0.38 -2.29 1.77 1.187
O 0.1639 -0.5674 1.1939 -0.18 1.35 -1.68 -0.770
C 0.6205 -5.5137 3.8359 -0.01 -0.18 0.09 2.139
C 2.0432 -5.8687 4.2769 -0.24 0.06 -0.11 -2.132
C 0.1046 -6.6357 2.9187 0.10 0.09 0.19 -1.542
C -0.2591 -5.4383 5.0924 0.12 -0.05 -0.14 -1.721
C -2.4749 -0.2897 -0.2597 -0.73 0.33 0.84 -0.038
O -2.0079 -1.1395 -1.2770 0.31 0.53 0.48 -0.600
C -2.9895 -1.5774 -2.1983 -0.37 -0.40 -0.50 -1.225
C -4.2945 2.1370 2.7916 -0.10 0.08 0.15 1.986
C -4.5541 1.3802 4.0957 0.06 0.11 -0.22 -2.151
C -3.4799 3.3958 3.1068 -0.08 -0.15 -0.03 -1.711
C -5.6557 2.5341 2.1992 0.15 -0.04 0.08 -1.648
C -0.2044 1.6548 -2.0661 -0.38 1.35 -2.12 0.728
O -0.0742 1.0499 -0.9525 0.19 -1.76 1.56 -0.990
C -0.5123 4.1501 -5.6303 0.00 0.07 -0.15 2.097
C 0.0163 3.3645 -6.8388 -0.08 0.16 0.09 -1.669
C -1.9435 4.5933 -5.9470 0.25 -0.09 0.07 -2.157
C 0.3388 5.4097 -5.4128 -0.13 -0.15 -0.08 -1.648
H 4.2482 -1.5020 -1.5173 -0.19 0.02 0.06 0.392
H 3.1819 -2.1534 -2.7759 0.00 0.01 0.07 0.242
H 3.2748 -2.9677 -1.1973 -0.06 0.14 0.01 0.296
H 2.2867 0.3697 -3.0147 0.16 0.11 -0.01 0.218
H 3.0689 1.9562 -2.9915 -0.03 -0.11 0.00 0.598
H 1.6939 3.0130 -4.5466 0.14 0.06 -0.05 0.470
H -2.5392 3.1663 -4.0081 -0.14 0.11 -0.06 0.586
H -3.2613 0.9520 -2.6329 -0.11 0.08 0.05 0.444
H -3.4322 2.5388 -1.9043 -0.05 -0.19 0.01 0.676
H -3.6578 2.8058 0.2594 -0.06 0.09 -0.04 0.518
H -3.1873 -0.4127 3.0246 -0.04 -0.07 0.12 0.724
H -2.2916 -2.8085 0.4406 -0.14 -0.03 0.06 -0.005
H -2.9688 -2.6048 2.0621 0.01 -0.02 -0.16 0.789
H -1.5837 -4.3156 2.8670 -0.12 -0.06 0.05 0.493
H 2.6592 -3.8152 2.9753 0.12 -0.05 0.07 0.611
H 3.4068 -2.3134 0.9689 0.07 0.03 0.10 0.298
H 3.4927 -1.4763 2.5096 0.04 -0.01 -0.16 0.727
H 3.5773 0.7379 2.6304 0.08 -0.05 0.12 0.627
H 3.1070 3.2091 -0.8210 0.04 0.12 -0.06 0.677
H 2.3014 4.2696 2.2401 -0.14 0.01 0.07 0.390
H 2.9610 4.8271 0.7049 -0.07 0.07 -0.11 0.309
H 3.7149 5.3330 2.2166 0.03 0.11 0.03 0.469
H 3.7058 2.7414 3.7373 -0.07 -0.07 0.13 0.423
H 5.0815 3.8260 3.5433 0.02 0.07 0.04 0.444
H 5.2581 2.1209 3.1427 0.04 -0.09 0.06 0.382
H 5.1623 3.9328 -0.1335 0.00 0.04 -0.13 0.341
H 6.0650 2.7553 0.8160 0.08 -0.08 -0.01 0.341
H 5.9580 4.4329 1.3571 0.07 0.12 0.06 0.466
H 2.6945 -6.0059 3.4167 0.14 0.00 -0.07 0.383
H 2.0314 -6.8008 4.8409 0.00 -0.06 0.04 0.436
H 2.4570 -5.0904 4.9144 0.10 0.06 0.06 0.421
H 0.6931 -6.6661 2.0040 0.07 -0.03 -0.13 0.250
H -0.9371 -6.4753 2.6519 -0.13 0.01 -0.05 0.324
H 0.1820 -7.6036 3.4110 -0.01 -0.14 0.07 0.475
H 0.0781 -4.6310 5.7391 0.02 0.07 0.09 0.373
H -0.2059 -6.3753 5.6456 -0.02 -0.09 0.08 0.463
H -1.2992 -5.2539 4.8377 -0.13 0.03 0.00 0.305
H -3.9656 -1.1444 -1.9699 0.16 0.08 0.04 0.492
H -3.0775 -2.6685 -2.1457 -0.02 0.21 0.02 0.301
H -2.6933 -1.3023 -3.2144 -0.02 0.03 0.08 0.292
H -3.6223 1.1180 4.5889 0.11 -0.08 0.12 0.393
H -5.1254 0.4732 3.9121 -0.06 -0.14 0.02 0.398
H -5.1297 2.0098 4.7706 -0.04 0.07 0.09 0.449
H -2.5023 3.1199 3.4923 0.15 0.01 0.08 0.365
H -3.9919 4.0029 3.8506 -0.06 0.10 0.09 0.464
H -3.3323 3.9975 2.2154 0.05 0.12 -0.12 0.328
H -6.2198 1.6463 1.9213 -0.09 -0.09 -0.03 0.345
H -5.5394 3.1519 1.3141 -0.01 0.08 -0.12 0.328
H -6.2350 3.0961 2.9280 -0.08 0.09 0.12 0.468
H -0.5737 2.4606 -6.9789 -0.04 -0.10 -0.05 0.358
H 1.0533 3.0740 -6.6967 0.14 -0.05 -0.01 0.337
H -0.0509 3.9677 -7.7421 0.02 0.07 -0.16 0.460
H -2.5791 3.7354 -6.1544 -0.13 -0.07 -0.01 0.388
H -1.9406 5.2301 -6.8300 0.00 0.06 -0.08 0.439
H -2.3691 5.1600 -5.1221 -0.10 0.05 0.08 0.410
H 1.3815 5.1565 -5.2426 0.14 -0.01 0.04 0.314
H -0.0226 5.9620 -4.5476 -0.01 0.07 0.09 0.382
H 0.2839 6.0595 -6.2850 0.02 0.09 -0.11 0.457
C -1.0107 -5.4016 -0.7497 0.05 0.57 -0.51 -0.741
S -0.6672 -3.9165 -1.7920 -0.19 -2.21 -0.80 0.571
C 0.5109 -4.7066 -2.9767 -0.56 0.37 0.47 -1.116
O 0.1865 -3.0509 -0.9648 1.05 1.41 0.89 -0.730
H -0.1568 -6.0672 -0.6915 0.21 0.07 -0.04 0.380
H -1.8626 -5.9177 -1.1785 -0.14 -0.09 -0.08 0.528
H -1.2536 -5.0336 0.2426 -0.03 0.18 0.09 -0.098
H -0.0382 -5.2521 -3.7354 -0.14 -0.10 -0.08 0.399
H 1.1959 -5.3592 -2.4477 0.05 -0.04 0.17 0.398
H 1.0595 -3.8875 -3.4321 -0.03 0.11 -0.06 0.286
```
Forces are in eV/Å.

## Properties
* molecular weight: 811.79 g/mol
* net charge: 0
* ΔE to the lowest compared entry with this formula, charge and spin: 133.41 kJ/mol
* spin multiplicity: 3
* calculated total energy: -112930.30894 eV
* Kohn-Sham gap (spin up / spin down): 6.55 / 6.67 eV

=====

(2)
Here is the ion C4H12BrO2P2S2 with charge -1 in a non-equilibrium geometry from the OMol25 dataset. Energies are from ωB97M-V/def2-TZVPD.

```
23
Properties=species:S:1:pos:R:3:forces:R:3:mulliken_charge:R:1
C 2.9321 0.9496 0.2053 -0.81 -0.01 0.07 -1.394
C 1.5370 0.3237 0.0906 0.31 0.01 0.51 0.208
S 1.3353 -0.9606 1.3797 0.21 -0.28 0.01 -0.138
C 0.1523 -2.1433 0.6629 -0.03 0.93 -0.34 -0.759
P -1.4517 -1.4379 0.0059 -0.44 -1.73 0.39 -0.062
C -1.8483 0.1794 0.8324 0.19 0.52 -0.59 -0.508
O -1.7769 0.0683 2.2480 0.56 -0.29 -0.33 -0.140
O -2.6719 1.0259 2.7659 -0.74 0.32 0.44 -0.430
P -1.0454 -0.9858 -2.1017 -0.98 1.56 0.04 0.021
S -1.2787 0.9325 -2.4946 -0.06 -1.35 0.23 -0.241
H 2.9487 1.5100 1.1404 0.38 -0.04 0.06 0.337
H 3.0253 1.6663 -0.6084 0.23 -0.01 -0.06 0.390
H 3.7183 0.2005 0.1878 0.13 0.04 -0.06 0.364
H 0.8309 1.1126 0.3242 -0.27 -0.01 -0.40 0.106
H 1.3566 -0.0634 -0.9063 -0.08 -0.10 -0.02 0.072
H -0.0967 -2.8908 1.4109 0.09 0.15 0.27 0.375
H 0.6204 -2.6795 -0.1645 -0.03 -0.01 -0.09 0.397
H -2.8862 0.3888 0.5748 -0.05 -0.18 -0.20 0.510
H -1.2673 1.0200 0.4408 0.16 -0.01 0.14 0.302
H -2.2523 1.8920 2.6385 0.34 -0.22 -0.11 0.330
H 0.2330 -1.4985 -2.4526 -0.20 -0.31 0.18 0.050
H -1.9663 -1.8323 -2.7831 0.54 -0.42 0.27 0.079
Br -0.1481 3.2224 -3.3971 0.56 1.42 -0.42 -0.869
```
Forces are in eV/Å.

## Properties
* molecular weight: 298.12 g/mol
* net charge: -1
* spin multiplicity: 1
* calculated total energy: -118726.17145 eV
* Kohn-Sham gap: 5.83 eV

=====

(3)
Here is the ion C3H5N4S3 with charge +1 in a non-equilibrium geometry from the OMol25 dataset. Energies are from ωB97M-V/def2-TZVPD.

```
15
Properties=species:S:1:pos:R:3:forces:R:3:mulliken_charge:R:1
S 0.9771 2.6826 0.2024 0.80 0.21 -0.55 -0.097
N 1.0444 1.0619 -0.3949 -0.13 -2.27 0.53 0.045
N 1.3365 0.1072 0.6152 0.69 -0.70 -0.51 -0.347
C 1.1266 -1.1240 0.2973 -0.41 1.83 0.90 -0.076
S 0.1294 -1.3994 -1.0972 0.20 0.24 -0.99 -0.122
C 0.1457 0.4017 -1.4731 0.87 -0.61 1.93 -0.086
N -1.1165 1.0684 -1.2731 -0.48 1.72 0.31 -0.444
N -1.9309 0.7274 -0.4244 2.05 0.83 -2.79 0.655
C -2.5081 -0.3147 0.2469 -0.06 -4.47 2.46 -0.454
S -3.1705 1.3305 0.4572 -1.65 1.13 0.15 0.125
H 2.3238 3.1295 0.0439 -1.50 -0.97 -0.14 0.210
H 1.3885 -1.9756 0.9286 0.04 0.50 -0.05 0.414
H 0.6013 0.5499 -2.4253 -0.47 0.61 -0.80 0.514
H -1.9406 -0.6577 1.1439 -0.41 0.19 -0.78 0.354
H -3.0106 -1.1964 -0.2784 0.46 1.76 0.34 0.308
```
Forces are in eV/Å.

## Properties
* molecular weight: 193.30 g/mol
* SMILES: SN1N=CS[C@H]1/N=[N+]1\CS1
* net charge: +1
* ΔE to the lowest compared entry with this formula, charge and spin: 543.50 kJ/mol
* spin multiplicity: 1
* calculated total energy: -41644.86573 eV
* Kohn-Sham gap (spin up / spin down): 6.58 / 6.58 eV

=====

(4)
Here is an isolated molecule of C2H4NP in a non-equilibrium geometry from the OMol25 dataset. Energies are from ωB97M-V/def2-TZVPD.

```
8
Properties=species:S:1:pos:R:3:forces:R:3:mulliken_charge:R:1
C 1.3742 0.6733 -0.8015 -3.37 1.70 3.88 -0.371
C 0.5037 1.0958 0.0041 3.15 -0.02 -2.61 -0.362
N -1.9481 -0.0396 1.1877 -0.16 0.36 0.23 -0.521
P -0.8787 -0.6865 0.3709 -1.60 -1.52 -1.42 0.233
H 2.1640 0.0649 -1.1177 0.58 -0.44 -0.80 0.370
H -0.9195 -1.0504 -1.0372 -0.13 0.59 0.60 0.082
H -0.1520 1.7080 0.6179 0.52 -0.17 -0.57 0.487
H -0.1436 -1.7656 0.7758 1.01 -0.51 0.68 0.081
```
Forces are in eV/Å.

## Properties
* molecular weight: 73.03 g/mol
* net charge: 0
* ΔE to the lowest compared entry with this formula, charge and spin: 501.71 kJ/mol
* spin multiplicity: 1
* calculated total energy: -12911.32924 eV
* Kohn-Sham gap: 8.12 eV

=====

(5)
Here is a cluster of 2 separate species, C5H14 in total in a non-equilibrium geometry from the OMol25 dataset. Energies are from ωB97M-V/def2-TZVPD.

```
19
Properties=species:S:1:pos:R:3:forces:R:3:mulliken_charge:R:1
C 1.6860 -1.6974 -1.4705 -0.47 -1.39 0.46 -1.058
C 0.1714 -1.9403 -1.5872 0.19 0.30 -0.88 -0.314
C -0.6567 -0.6590 -1.3924 -0.41 -0.43 0.47 -0.720
H 2.1504 -1.3702 -2.3957 -0.01 0.62 0.18 0.292
H 2.1647 -2.6472 -1.2276 0.11 -0.18 -0.19 0.321
H 1.8751 -1.1100 -0.5771 0.25 0.63 -0.29 0.299
H -0.0832 -2.2965 -2.5946 0.31 -0.03 0.06 0.227
H -0.1292 -2.7884 -0.9733 -0.06 0.35 0.53 0.327
H -1.5509 -0.8669 -0.8124 -0.29 -0.10 0.01 0.309
H -0.1707 0.1479 -0.8386 0.34 -0.16 -0.23 -0.058
H -0.9939 -0.2994 -2.3565 0.04 0.38 -0.11 0.367
C -0.6444 2.4894 1.4751 0.68 -1.20 0.24 -0.573
C -0.4624 1.4331 2.6163 -0.16 0.68 -0.58 -0.736
H -1.6477 2.8693 1.5769 -0.10 0.59 -0.49 0.257
H 0.1258 3.2482 1.4075 -0.11 0.48 0.63 0.290
H -0.4848 1.9791 0.5210 -0.66 0.00 -0.02 0.029
H -0.2036 0.4993 2.1314 0.20 -0.33 0.37 0.205
H -1.4202 1.3065 3.1224 0.11 -0.16 0.05 0.261
H 0.2743 1.7024 3.3752 0.04 -0.05 -0.20 0.273
```
Forces are in eV/Å.

## Properties
* molecular weight: 74.17 g/mol
* SMILES: CCC.CC
* net charge: 0
* ΔE to the lowest compared entry with this formula, charge and spin: 56.03 kJ/mol
* spin multiplicity: 1
* calculated total energy: -5411.46894 eV
* Kohn-Sham gap: 12.48 eV

=====

(6)
Here is an isolated molecule of C2H5N3S in a non-equilibrium geometry from the OMol25 dataset. Energies are from ωB97M-V/def2-TZVPD.

```
11
Properties=species:S:1:pos:R:3:forces:R:3:mulliken_charge:R:1
H -2.9493 0.7635 -1.1389 0.58 0.27 2.07 0.220
N -2.4679 0.9665 -0.1928 -1.38 0.30 -1.59 -0.616
C -1.3613 0.3854 -0.2190 1.97 -2.54 -3.26 0.567
N -0.8701 -0.4813 -1.2601 -2.83 -0.42 -2.91 -0.488
S -0.0389 0.9028 0.7853 1.40 -0.15 1.66 -0.078
N 1.1989 -0.4105 0.7533 1.01 2.56 0.93 -0.341
C 2.3398 -0.0964 1.3302 -1.63 -0.56 0.30 -0.199
H -0.0841 -1.1019 -1.1467 0.02 0.32 0.46 0.250
H -1.4835 -0.7616 -2.2181 1.93 1.27 4.08 0.228
H 3.0002 -0.9681 1.2962 0.25 0.45 0.06 0.248
H 2.7161 0.8016 2.0106 -1.33 -1.50 -1.79 0.211
```
Forces are in eV/Å.

## Properties
* molecular weight: 103.15 g/mol
* SMILES: [H]/N=C(\N)SN=C
* net charge: 0
* ΔE to the lowest compared entry with this formula, charge and spin: 284.33 kJ/mol
* spin multiplicity: 1
* calculated total energy: -17458.16510 eV
* Kohn-Sham gap: 9.70 eV